Version 1
Here is a single C4H7Cl molecule from the OMol25 dataset. Energies are from wB97M-V/def2-TZVPD.

The geometry in ORCA input format:
```
! wB97M-V def2-TZVPD RIJCOSX def2/J DEFGRID3
* xyz 0 1
C -1.951 -0.782 0.097
C -0.521 -0.619 0.009
C 0.143 0.570 0.566
C 1.438 0.811 -0.392
Cl 2.507 -0.826 0.202
H -2.030 -1.741 -0.580
H -2.652 0.027 0.194
H 0.073 -1.585 -0.468
H 0.273 0.540 1.697
H -0.443 1.590 0.260
H 2.145 1.694 -0.405
H 1.019 0.322 -1.181
*
```

Summary:
* HOMO-LUMO gap: 0.379 hartree
* highest occupied orbital energy: -9.581 eV
* LUMO energy: 0.740 eV
* SMILES: C=CCCCl

Version 2
Here is a single C4H7Cl molecule from the OMol25 dataset. Energies are from wB97M-V/def2-TZVPD.

The geometry in ORCA input format:
```
! wB97M-V def2-TZVPD RIJCOSX def2/J DEFGRID3
* xyz 0 1
C -1.630 -0.424 -0.077
C -0.672 0.791 0.002
C 0.664 0.783 -0.020
C 1.553 -0.440 0.078
Cl 3.192 0.071 -0.038
H -1.233 -1.411 0.016
H -2.270 -0.442 -0.885
H -2.365 -0.284 0.768
H -1.084 1.702 0.075
H 1.266 1.662 -0.017
H 1.140 -1.046 0.985
H 1.440 -0.961 -0.887
*
```

Summary:
* HOMO-LUMO gap: 0.385 hartree
* highest occupied orbital energy: -9.443 eV
* LUMO energy: 1.033 eV
* SMILES: C/C=C\CCl

Which one is most stable, and which one is least stable? version 2 is the most stable of them, while version 1 is the least stable.

Version 1
Here is a gas-phase ion, C5H4N (charge +1) from the OMol25 dataset. Energies are from wB97M-V/def2-TZVPD.

The geometry in ORCA input format:
```
! wB97M-V def2-TZVPD RIJCOSX def2/J DEFGRID3
* xyz 1 3
C -0.533 1.590 1.843
C 0.345 0.689 1.261
C -0.776 0.890 -0.479
C -0.830 1.803 0.557
C 0.579 -1.192 -0.425
N -0.044 -0.057 0.198
H -0.898 0.833 -1.476
H 0.053 -2.129 0.105
H 0.500 -1.229 -1.548
H 1.603 -1.196 -0.036
*
```

Summary:
* HOMO-LUMO gap (spin up / spin down): 0.298 / 0.281 hartree
* highest occupied orbital energy (spin up / spin down): -14.789 / -16.291 eV
* LUMO energy (spin up / spin down): -6.688 / -8.650 eV

Version 2
Here is a gas-phase ion, C5H4N (charge +1) from the OMol25 dataset. Energies are from wB97M-V/def2-TZVPD.

The geometry in ORCA input format:
```
! wB97M-V def2-TZVPD RIJCOSX def2/J DEFGRID3
* xyz 1 3
C -1.194 -0.149 0.409
C 2.210 0.181 -2.430
C -2.510 -0.369 0.498
C 1.418 0.313 0.197
C 0.058 -0.072 0.410
N 1.978 0.261 -1.349
H -3.038 0.270 1.134
H -2.962 -1.123 -0.026
H 1.873 1.235 0.618
H 2.167 -0.548 0.539
*
```

Summary:
* HOMO-LUMO gap (spin up / spin down): 0.358 / 0.162 hartree
* highest occupied orbital energy (spin up / spin down): -14.974 / -14.803 eV
* LUMO energy (spin up / spin down): -5.223 / -10.387 eV

Which one is most stable, and which one is least stable? version 2 is the most stable of them, while version 1 is the least stable.

Version 1
Here is 2 unconnected molecules or ions with the total composition C6H9N3O2S from the OMol25 dataset. Energies are from wB97M-V/def2-TZVPD.

The geometry in ORCA input format:
```
! wB97M-V def2-TZVPD RIJCOSX def2/J DEFGRID3
* xyz 0 1
C -4.970 -0.110 0.125
C -4.111 0.688 -0.110
C 2.339 0.825 0.408
C -1.008 -0.162 -0.084
C 0.833 -2.004 0.446
C -2.943 1.547 -0.115
N 1.206 0.971 -0.254
N -1.806 0.734 -0.151
N 3.475 0.290 0.070
O 4.551 0.336 0.779
O 3.452 -0.438 -1.220
S -0.964 -1.796 0.220
H -5.817 -0.739 -0.056
H 2.288 1.288 1.376
H 1.444 -1.453 -0.220
H 0.885 -3.058 0.234
H 1.116 -1.748 1.446
H -3.011 2.166 0.753
H -2.771 2.208 -1.045
H 1.407 1.102 -1.228
H 4.406 -0.648 -1.374
*
```

Summary:
* HOMO-LUMO gap (spin up / spin down): 0.190 / 0.267 hartree
* highest occupied orbital energy (spin up / spin down): -6.240 / -7.549 eV
* LUMO energy (spin up / spin down): -1.059 / -0.290 eV

Version 2
Here is a single C6H9N3O2S molecule from the OMol25 dataset. Energies are from wB97M-V/def2-TZVPD.

The geometry in ORCA input format:
```
! wB97M-V def2-TZVPD RIJCOSX def2/J DEFGRID3
* xyz 0 1
C 0.516 3.225 -2.422
C 0.751 2.103 -2.218
C -0.455 0.665 1.742
C -1.103 -0.290 0.841
C -0.321 -3.021 0.690
C 0.821 0.596 -2.074
N -0.100 -0.478 -0.193
N -0.251 0.228 -1.242
N 0.683 0.511 2.593
O 1.143 1.399 3.347
O 1.220 -0.570 2.588
S -1.627 -1.937 1.418
H 0.415 4.169 -2.803
H -0.644 1.744 1.515
H -2.109 0.200 0.571
H 0.562 -2.406 0.582
H -0.601 -3.453 -0.310
H -0.188 -3.864 1.382
H 1.728 0.287 -1.640
H 0.721 0.089 -2.950
H -1.159 0.805 -1.416
*
```

Summary:
* HOMO-LUMO gap (spin up / spin down): 0.307 / 0.242 hartree
* highest occupied orbital energy (spin up / spin down): -8.698 / -8.067 eV
* LUMO energy (spin up / spin down): -0.353 / -1.478 eV

Which one is most stable, and which one is least stable? version 2 is the most stable of them, while version 1 is the least stable.

Version 1
Here is 2 unconnected molecules or ions with the total composition C2H10N4 from the OMol25 dataset. Energies are from wB97M-V/def2-TZVPD.

The geometry in ORCA input format:
```
! wB97M-V def2-TZVPD RIJCOSX def2/J DEFGRID3
* xyz 0 1
C 0.790 -1.923 -0.093
C 1.373 1.590 0.608
N 0.863 -0.685 0.662
N 1.100 0.345 -0.103
H 0.385 -1.792 -1.102
H 0.170 -2.629 0.457
H 1.803 -2.343 -0.174
H 1.335 2.415 -0.102
H 2.368 1.538 1.051
H 0.651 1.764 1.414
N -1.305 0.071 -0.246
N -2.655 0.059 -0.466
H -2.899 -0.390 -1.336
H -1.163 0.631 0.596
H 0.375 0.444 -0.875
H -3.191 0.904 -0.292
*
```

Summary:
* HOMO-LUMO gap (spin up / spin down): 0.280 / 0.336 hartree
* highest occupied orbital energy (spin up / spin down): -6.936 / -8.119 eV
* LUMO energy (spin up / spin down): 0.694 / 1.030 eV

Version 2
Here is 2 unconnected molecules or ions with the total composition C2H10N4 from the OMol25 dataset. Energies are from wB97M-V/def2-TZVPD.

The geometry in ORCA input format:
```
! wB97M-V def2-TZVPD RIJCOSX def2/J DEFGRID3
* xyz 0 1
H -3.038 1.564 1.234
N -3.075 0.636 0.824
C -2.043 0.049 1.306
N -1.415 -1.170 1.111
H -1.781 0.404 2.308
H -1.726 -1.923 0.531
H -0.482 -1.067 1.461
N 1.913 1.362 -1.193
C 1.801 -0.086 -1.515
N 2.294 -0.898 -0.471
H 1.370 1.889 -1.873
H 1.439 1.532 -0.308
H 2.357 -0.194 -2.440
H 0.751 -0.279 -1.786
H 1.654 -1.015 0.314
H 3.040 -0.559 0.136
*
```

Summary:
* HOMO-LUMO gap: 0.373 hartree
* highest occupied orbital energy: -9.531 eV
* LUMO energy: 0.606 eV
* SMILES: [H]/N=C/N.NCN

Version 3
Here is a single C2H10N4 molecule from the OMol25 dataset. Energies are from wB97M-V/def2-TZVPD.

The geometry in ORCA input format:
```
! wB97M-V def2-TZVPD RIJCOSX def2/J DEFGRID3
* xyz 0 1
C 0.223 -0.803 1.370
C 0.798 0.112 0.303
N 1.194 -0.562 -0.900
N 0.083 1.327 0.004
N -1.383 1.209 -0.360
N -1.699 0.141 -1.221
H 0.994 -1.487 1.744
H -0.157 -0.232 2.223
H -0.593 -1.424 0.985
H 1.584 0.815 0.780
H 1.782 -1.366 -0.695
H 1.555 0.091 -1.588
H 0.525 1.811 -0.773
H -1.973 1.235 0.477
H -0.841 -0.221 -1.646
H -2.094 -0.646 -0.703
*
```

Summary:
* HOMO-LUMO gap: 0.308 hartree
* highest occupied orbital energy: -7.465 eV
* LUMO energy: 0.927 eV
* SMILES: C[C@@H](N)NNN

Which one is most stable, and which one is least stable? version 2 is the most stable of them, while version 1 is the least stable.

Version 1
Here is a gas-phase ion, C3HNOS3 (charge -2) from the OMol25 dataset. Energies are from wB97M-V/def2-TZVPD.

The geometry in ORCA input format:
```
! wB97M-V def2-TZVPD RIJCOSX def2/J DEFGRID3
* xyz -2 1
C 0.985 1.359 0.422
C -2.149 0.100 -0.733
C 0.208 -1.023 0.213
N 1.074 0.025 0.016
O 0.615 -2.183 0.110
S 2.451 2.069 0.032
S -3.731 0.482 -0.682
S -1.446 -0.617 0.836
H 1.992 -0.212 -0.214
*
```

Summary:
* HOMO-LUMO gap: 0.185 hartree
* highest occupied orbital energy: 0.535 eV
* LUMO energy: 5.575 eV

Version 2
Here is a gas-phase ion, C3HNOS3 (charge -2) from the OMol25 dataset. Energies are from wB97M-V/def2-TZVPD.

The geometry in ORCA input format:
```
! wB97M-V def2-TZVPD RIJCOSX def2/J DEFGRID3
* xyz -2 1
C 0.045 -0.763 0.927
C -0.765 -1.071 -1.084
C 0.369 1.273 -0.410
N 0.229 0.588 0.718
O 0.842 2.411 -0.472
S -0.467 -1.225 2.464
S -0.921 -2.565 -1.821
S 0.139 0.361 -1.876
H 0.530 0.991 1.555
*
```

Summary:
* HOMO-LUMO gap (spin up / spin down): 0.149 / 0.145 hartree
* highest occupied orbital energy (spin up / spin down): 1.812 / 1.933 eV
* LUMO energy (spin up / spin down): 5.867 / 5.873 eV

Which one is most stable, and which one is least stable? version 1 is the most stable of them, while version 2 is the least stable.

Version 1
Here is 2 unconnected molecules or ions with the total composition C8H16N2O2 from the OMol25 dataset. Energies are from wB97M-V/def2-TZVPD.

The geometry in ORCA input format:
```
! wB97M-V def2-TZVPD RIJCOSX def2/J DEFGRID3
* xyz 0 1
C -0.764 1.148 0.892
C 0.000 2.316 0.275
N 0.677 3.078 1.343
C 1.019 1.792 -0.694
N 1.679 2.473 -1.534
O 1.312 3.829 -1.394
H -1.273 0.537 0.141
H -1.533 1.514 1.564
H -0.068 0.517 1.446
H -0.720 2.927 -0.316
H 0.018 3.726 1.759
H 1.419 3.643 0.929
H 1.217 0.710 -0.719
H 1.779 4.246 -2.138
C 1.001 -1.950 0.529
C -0.313 -2.168 0.428
C -1.273 -2.036 1.569
C -0.941 -2.678 -0.809
C -0.055 -2.738 -2.060
O -2.110 -3.033 -0.830
H 1.678 -1.964 -0.318
H 1.391 -1.580 1.476
H -1.768 -3.000 1.719
H -0.822 -1.712 2.515
H -2.031 -1.287 1.303
H 0.306 -1.736 -2.322
H -0.650 -3.180 -2.867
H 0.825 -3.391 -1.888
*
```

Summary:
* HOMO-LUMO gap: 0.362 hartree
* highest occupied orbital energy: -9.595 eV
* LUMO energy: 0.269 eV
* SMILES: C[C@@H](N)/C=N\O.C=C(C)C(C)=O

Version 2
Here is a single C8H16N2O2 molecule from the OMol25 dataset. Energies are from wB97M-V/def2-TZVPD.

The geometry in ORCA input format:
```
! wB97M-V def2-TZVPD RIJCOSX def2/J DEFGRID3
* xyz 0 1
C 2.556 -1.918 -0.408
O 2.212 -0.701 0.220
C 0.879 -0.389 0.337
N -0.174 -1.124 0.463
O -0.246 -2.378 0.721
C -1.441 -0.245 0.122
C -1.656 -0.599 -1.351
C -2.740 -0.676 0.759
N -0.951 1.099 0.275
C 0.479 1.097 0.180
C 0.880 1.625 -1.154
C 1.094 1.904 1.374
H 1.820 -2.786 -0.090
H 3.542 -2.170 0.008
H 2.734 -1.805 -1.510
H -0.904 -0.083 -1.929
H -2.675 -0.218 -1.530
H -1.803 -1.646 -1.457
H -2.711 -0.411 1.848
H -2.755 -1.707 0.805
H -3.557 -0.143 0.317
H -1.065 1.313 1.244
H 0.691 2.705 -1.074
H 0.216 1.281 -1.873
H 1.949 1.672 -1.295
H 0.670 2.894 1.346
H 2.181 1.936 1.367
H 0.775 1.476 2.285
*
```

Summary:
* HOMO-LUMO gap: 0.327 hartree
* highest occupied orbital energy: -8.053 eV
* LUMO energy: 0.857 eV
* SMILES: COC1=[N+]([O-])C(C)(C)NC1(C)C

Which one is most stable, and which one is least stable? version 1 is the most stable of them, while version 2 is the least stable.